Below is a cluster of 2 separate species, C8H19NO in total at a distorted geometry, with properties calculated with ωB97M-V with the def2-TZVPD basis set.

The SMILES is CCN(C)C(C)=O.CCC. For the frontier orbital gap, the calculation gives 0.359 Eh. The calculation puts the highest occupied orbital energy at -9.075 eV.

The geometry in XYZ format:
```
29
Properties=species:S:1:pos:R:3:nbo_charge:R:1
C -1.22672 2.91033 0.30853 -0.635
C -2.04752 1.75666 -0.11399 -0.255
N -1.70610 0.37757 0.47209 -0.422
C -0.94169 0.15985 1.66650 -0.413
C -2.48285 -0.61551 0.01148 0.664
C -2.29355 -2.05740 0.43643 -0.704
O -3.20504 -0.49152 -0.99263 -0.656
H -0.91443 3.53916 -0.50467 0.226
H -0.35070 2.41757 0.99285 0.208
H -1.55752 3.65186 1.12162 0.218
H -3.01493 1.94138 0.34292 0.200
H -2.45238 1.78547 -1.12375 0.261
H -0.94001 1.11522 2.21288 0.207
H -1.29416 -0.56622 2.36358 0.209
H 0.06482 -0.20145 1.48710 0.198
H -3.21143 -2.27418 1.07629 0.234
H -2.14062 -2.67814 -0.43382 0.256
H -1.60440 -2.09182 1.29560 0.203
C 2.85829 -1.78959 -0.10111 -0.617
C 2.99670 -0.39226 -0.63834 -0.403
C 2.75081 -0.12740 -2.14124 -0.637
H 3.34865 -2.46048 -0.80209 0.201
H 3.42112 -2.06569 0.78946 0.214
H 1.87533 -2.09135 0.10590 0.202
H 3.99587 0.03649 -0.35278 0.200
H 2.32328 0.28745 -0.00245 0.188
H 3.37788 0.69271 -2.47195 0.225
H 1.76020 0.32905 -2.39410 0.208
H 2.61114 -1.09780 -2.61032 0.219
```


Below is a cluster of 2 separate species, C8H19NO in total at a distorted geometry, with properties calculated with ωB97M-V with the def2-TZVPD basis set.

The SMILES is CC(C)[C@H](C)O.CC(C)=N. For the frontier orbital gap, the calculation gives 0.349 Eh. The calculation puts the highest occupied orbital energy at -8.782 eV.

The geometry in XYZ format:
```
29
Properties=species:S:1:pos:R:3:nbo_charge:R:1
C -3.16275 -0.91084 -0.51636 -0.605
C -2.19027 0.10133 -1.11791 -0.245
C -2.58715 1.53612 -0.77572 -0.612
C -0.71885 -0.18594 -0.76463 0.171
C -0.43955 0.10678 0.90523 -0.674
O 0.09650 0.53376 -1.57875 -0.796
H -4.15976 -0.76019 -0.92859 0.209
H -2.85470 -1.93148 -0.74268 0.206
H -3.23225 -0.80520 0.56536 0.195
H -2.22548 -0.00313 -2.20863 0.207
H -1.84378 2.22677 -1.16823 0.224
H -2.67404 1.67287 0.30162 0.194
H -3.55030 1.77775 -1.22578 0.204
H -0.52250 -1.27134 -0.84430 0.129
H -1.35049 -0.27309 1.35708 0.204
H 0.35176 -0.48956 1.35007 0.185
H -0.38035 1.17269 1.10821 0.204
H 1.09366 0.78587 -1.12983 0.488
C 3.01736 0.08628 1.85258 -0.693
C 2.59751 -0.01825 0.41764 0.410
C 2.63436 -1.37773 -0.20656 -0.691
N 2.34769 0.98548 -0.33845 -0.680
H 2.84034 1.08177 2.25383 0.225
H 2.48746 -0.64834 2.46042 0.234
H 4.08294 -0.13068 1.93181 0.238
H 3.65757 -1.75594 -0.19088 0.235
H 2.00738 -2.06681 0.35765 0.227
H 2.25635 -1.33719 -1.22495 0.250
H 2.42133 1.89824 0.10075 0.359
```


Below is a structure of composition C8H20AgGaI2NP at a distorted geometry, with properties calculated with ωB97M-V with the def2-TZVPD basis set.

For the frontier orbital gap, the calculation gives 0.179 Eh. The calculation puts the highest occupied orbital energy at -7.565 eV.

The geometry in XYZ format:
```
34
Properties=species:S:1:pos:R:3:nbo_charge:R:1
C 2.48372 -3.41923 0.65651 -0.604
C 1.64142 -2.21821 1.22618 -0.408
C 1.72032 -1.05723 0.18258 -0.404
C 0.41648 -0.83774 -0.66672 -0.670
C -0.33023 -2.15452 -1.08399 -0.625
Ga -0.79065 0.56544 0.25066 0.947
P -2.97711 -0.17515 0.75773 0.727
N -3.56275 0.49681 2.10383 -1.389
C -1.03191 2.20478 -1.01809 -0.751
I -1.47157 1.42842 -3.03256 0.089
C 0.20849 3.12691 -1.18844 -0.316
C 1.07668 3.31758 0.08441 -0.644
I -0.46278 5.12843 -1.83160 0.009
H 2.52377 -4.26896 1.37218 0.200
H 3.52636 -3.13006 0.44000 0.202
H 2.04708 -3.82716 -0.27577 0.197
H 2.17720 -1.91721 2.14832 0.204
H 0.60877 -2.53360 1.44295 0.206
H 2.61766 -1.12863 -0.46973 0.194
H 1.87556 -0.12050 0.76770 0.197
H 0.74246 -0.35409 -1.61691 0.209
H -1.38093 -2.19944 -0.73104 0.185
H 0.18125 -3.08968 -0.79912 0.205
H -0.40971 -2.17670 -2.19417 0.210
H -0.11639 1.15197 1.58130 -0.292
H -3.89382 0.16618 -0.30778 -0.098
H -3.00672 -1.59791 0.86860 -0.029
H -3.78693 -0.21343 2.79065 0.374
H -1.94550 2.78861 -0.70338 0.017
H 0.84675 2.75473 -2.00942 0.240
H 0.50471 3.78156 0.90961 0.220
H 1.91204 3.99873 -0.17729 0.223
H 1.54701 2.36946 0.40282 0.241
Ag -3.49070 3.13987 0.11995 0.935
```


Below is a cluster of 2 separate species, C8H20BrNO in total at a distorted geometry, with properties calculated with ωB97M-V with the def2-TZVPD basis set.

The spin multiplicity is 2. The net charge is +1. For the frontier orbital gap (alpha / beta), the calculation gives 0.405 / 0.266 Eh. The calculation puts the highest occupied orbital energy (alpha / beta) at -13.440 / -13.267 eV.

The geometry in XYZ format:
```
31
Properties=species:S:1:pos:R:3:nbo_charge:R:1
Br 1.40107 5.08072 3.55314 0.006
C 0.72746 -2.62817 -0.37790 -0.632
C 0.13983 -1.26792 0.28499 -0.204
N -0.07159 -0.14726 -0.76462 -0.226
C 1.27186 0.26547 -1.43889 -0.416
C -0.93635 -0.55649 -1.97986 -0.227
C -2.33719 -1.14900 -1.71147 -0.645
C -0.77663 1.04228 -0.06654 -0.233
C -0.02668 1.77219 1.05228 -0.103
O -0.11881 0.96029 2.27750 -0.550
C 1.06610 1.06243 3.07856 -0.263
H 1.59404 -2.42898 -1.00834 0.218
H -0.07555 -3.04878 -0.98318 0.216
H 0.97853 -3.39892 0.35080 0.255
H 0.83879 -0.89276 1.03252 0.234
H -0.81654 -1.39549 0.79212 0.235
H 1.59750 -0.41674 -2.22414 0.240
H 2.12781 0.30578 -0.76523 0.240
H 1.07184 1.21554 -1.93431 0.231
H -0.43785 -1.19436 -2.70975 0.239
H -1.08534 0.31848 -2.61257 0.226
H -2.95103 -0.55067 -1.03821 0.224
H -2.21951 -2.18760 -1.40233 0.224
H -2.91168 -1.29866 -2.62563 0.258
H -1.79985 0.76692 0.18899 0.246
H -0.96556 1.78040 -0.84602 0.226
H -0.38745 2.79147 1.19019 0.224
H 0.99108 2.00378 0.73821 0.192
H 1.36213 2.09778 3.24740 0.192
H 1.87732 0.47687 2.64597 0.160
H 0.87226 0.62142 4.05634 0.212
```


Below is an isolated molecule of C8H20OSi at a distorted geometry, with properties calculated with ωB97M-V with the def2-TZVPD basis set.

The SMILES is CC[Si](CC)(CC)CCO. For the frontier orbital gap, the calculation gives 0.395 Eh. The calculation puts the highest occupied orbital energy at -9.815 eV.

The geometry in XYZ format:
```
30
Properties=species:S:1:pos:R:3:nbo_charge:R:1
C 0.07466 1.55424 2.54487 -0.606
C 0.83304 1.14557 1.30628 -0.859
Si -0.12678 -0.06517 0.16563 1.658
C -1.90197 0.56501 -0.10151 -0.872
C -2.08927 1.88509 -0.85974 -0.603
C -0.14044 -1.79861 0.92685 -0.868
C -0.66134 -2.88547 0.01759 -0.603
C 0.78227 -0.17857 -1.49485 -0.910
C 2.31204 -0.26295 -1.36630 -0.049
O 2.98435 -0.63904 -2.54492 -0.722
H 0.70093 2.15616 3.20231 0.206
H -0.23295 0.71708 3.15644 0.201
H -0.80780 2.13491 2.29603 0.203
H 1.07877 2.04329 0.73852 0.224
H 1.78653 0.62955 1.52129 0.223
H -2.37937 0.62831 0.88262 0.228
H -2.42140 -0.25294 -0.59086 0.224
H -1.62948 1.87780 -1.84303 0.199
H -1.57440 2.69008 -0.33874 0.202
H -3.14021 2.16565 -1.03974 0.210
H 0.90609 -1.98259 1.17042 0.224
H -0.70335 -1.77240 1.87246 0.229
H -0.19553 -2.88556 -0.96688 0.200
H -0.41321 -3.85835 0.41741 0.209
H -1.71195 -2.78715 -0.14959 0.203
H 0.45029 0.68178 -2.03814 0.222
H 0.33919 -1.04190 -2.00911 0.231
H 2.60415 -0.92239 -0.54245 0.171
H 2.73346 0.71218 -0.99247 0.156
H 2.54368 -0.25359 -3.34039 0.469
```


Below is a structure of composition C8H21AgCuN6Na2O18S3 at a distorted geometry, with properties calculated with ωB97M-V with the def2-TZVPD basis set.

The spin multiplicity is 2. For the frontier orbital gap (alpha / beta), the calculation gives 0.246 / 0.222 Eh. The calculation puts the highest occupied orbital energy (alpha / beta) at -8.068 / -8.068 eV.

The geometry in XYZ format:
```
60
Properties=species:S:1:pos:R:3:nbo_charge:R:1
Cu 16.75963 3.89037 -10.33765 1.656
Ag 13.83840 7.06394 -11.01777 0.910
Na 15.87722 0.87328 -6.53538 0.985
Na 19.52313 6.44589 -7.68274 0.970
N 17.86962 3.60691 -7.08506 0.765
O 17.39912 2.87075 -6.24812 -0.581
O 17.46898 3.50669 -8.26153 -0.610
O 18.72296 4.40908 -6.88380 -0.529
N 15.41026 5.49605 -13.09516 0.759
O 15.74377 4.90151 -12.07880 -0.637
O 15.76272 5.10260 -14.15536 -0.463
O 14.93252 6.58463 -13.04114 -0.573
N 19.93157 4.57310 -10.43430 0.743
O 20.52282 5.45432 -9.81458 -0.564
O 18.73053 4.72069 -10.57455 -0.601
O 20.40780 3.53735 -10.89755 -0.475
N 14.44604 1.79707 -9.82664 0.749
O 13.65820 1.16787 -10.53145 -0.488
O 14.78706 2.90333 -10.14485 -0.522
O 14.91643 1.35005 -8.76633 -0.649
N 16.29015 7.07018 -8.84407 0.739
O 16.46291 6.10050 -9.53581 -0.543
O 15.49997 7.89305 -9.31568 -0.558
O 16.85706 7.25521 -7.75379 -0.569
C 11.71008 0.91744 -12.94518 -0.713
C 12.28533 2.29806 -12.93433 0.296
N 12.67315 3.36696 -12.91002 -0.330
H 12.50260 0.20690 -12.71032 0.256
H 11.19233 0.72047 -13.88392 0.242
H 10.85078 0.81175 -12.28297 0.246
C 17.04397 -0.63191 -11.71247 -0.791
S 17.00891 1.08197 -12.36469 1.224
O 17.10802 2.07148 -11.15626 -1.062
C 18.70865 1.10412 -13.15909 -0.752
H 17.87957 -0.76795 -11.02591 0.237
H 17.02438 -1.20051 -12.64220 0.238
H 16.15584 -0.78510 -11.09940 0.258
H 19.08130 2.01629 -13.62513 0.266
H 18.47586 0.37591 -13.93603 0.216
H 19.40753 0.78434 -12.38617 0.240
C 19.83645 5.09229 -14.16546 -0.815
S 21.27942 5.63334 -15.19494 1.180
O 21.16508 4.86257 -16.50383 -0.964
C 20.92381 7.42993 -15.41615 -0.818
H 19.92572 4.01052 -14.06593 0.228
H 18.91964 5.44192 -14.64012 0.241
H 19.72484 5.45680 -13.14430 0.244
H 20.91497 8.01613 -14.49724 0.235
H 19.93419 7.52475 -15.86310 0.232
H 21.76510 7.80963 -15.99595 0.235
C 13.43043 4.68904 -6.78832 -0.805
S 12.58993 5.89847 -7.96301 1.222
O 13.05949 5.64469 -9.38424 -1.013
C 10.91235 5.20387 -7.83132 -0.811
H 13.04964 3.71247 -7.08736 0.222
H 13.25939 4.77733 -5.71545 0.236
H 14.49052 4.88401 -6.95041 0.256
H 10.87667 4.12050 -7.94598 0.233
H 10.30735 5.73640 -8.56513 0.247
H 10.55933 5.43550 -6.82642 0.230
```


Below is a structure of composition C8H21AlClIOP2 at a distorted geometry, with properties calculated with ωB97M-V with the def2-TZVPD basis set.

The net charge is +2. For the frontier orbital gap (alpha / beta), the calculation gives 0.192 / 0.201 Eh. The calculation puts the highest occupied orbital energy (alpha / beta) at -16.655 / -16.828 eV.

The geometry in XYZ format:
```
35
Properties=species:S:1:pos:R:3:nbo_charge:R:1
C 1.11549 -1.29368 0.00719 -1.116
I -0.22465 2.28195 0.16710 0.097
H 0.84114 -2.36852 -0.05299 0.266
H 1.70954 -1.20291 0.91629 0.249
H 1.80415 -1.12876 -0.82203 0.254
Al -0.68510 -0.42210 -0.07009 1.124
P -0.46674 -0.14261 2.39543 1.162
C 0.80132 0.85177 3.27666 -0.961
C -2.03307 0.51406 3.07049 -0.960
H -2.16209 0.18550 4.10912 0.291
H -0.59929 -1.68295 4.27155 0.293
H -2.85459 0.13999 2.44356 0.278
H -1.00299 -2.49184 2.70553 0.278
H 0.71955 1.90863 3.00665 0.268
H -2.01968 1.60172 3.05918 0.272
C -0.32323 -1.78089 3.20721 -0.964
H 0.65632 0.74300 4.36038 0.293
H 0.71516 -2.15173 3.15063 0.274
H 1.81616 0.50843 3.03793 0.270
P -0.14229 0.20000 -2.43764 1.119
C 1.22324 1.29490 -3.00192 -0.955
C 0.11904 -1.31608 -3.44131 -0.948
H -2.50525 0.51714 -2.75193 0.274
H -1.61324 0.77779 -4.29808 0.287
H -1.60540 2.03690 -3.05875 0.273
C -1.61312 0.96041 -3.21638 -0.958
H -0.59928 -2.08886 -3.11293 0.277
H -0.03651 -1.08086 -4.50773 0.294
H 1.22438 1.34471 -4.09910 0.289
H 2.20102 0.91147 -2.68571 0.268
H 1.15076 -1.68879 -3.32073 0.273
H 1.09932 2.30322 -2.59755 0.267
Cl -2.52278 -1.49990 -0.26508 -0.423
O 3.31021 2.02890 0.34539 -0.449
C 2.50251 1.22998 0.20967 0.446
```